1.
Here is a cluster of 2 separate species, C19H16Cl6NO3 in total in a non-equilibrium geometry from OMol25. Energies are from wB97M-V/def2-TZVPD.

```
! RIJCOSX wB97M-V def2-TZVPD def2/J DEFGRID3
* xyz -1 1
H -2.00481 1.54233 2.37243
H -1.72393 0.19809 3.51737
H -2.79146 1.15711 -1.35676
C 1.65513 -3.16615 0.27094
H 1.72562 -4.41700 3.43838
C 1.29844 -3.37714 1.61081
O 1.05716 -2.29258 -1.86172
O 0.51377 2.71683 -3.43307
Cl 3.13752 2.00048 -2.33269
C 0.32457 4.90093 -2.52158
C 1.54841 5.18818 -0.44975
Cl 3.14578 3.21204 0.52786
C 0.58446 5.65460 -1.39326
C -2.33411 -0.43400 1.56959
H -2.01103 -1.47291 1.76656
C 1.01997 3.62238 -2.75634
N -2.14321 -0.11332 0.13057
C -3.25684 0.58322 -0.54900
C 3.15951 -4.90542 1.87887
H -0.16696 -1.40420 1.11454
C 2.79372 -3.79666 -0.24918
H -0.52094 0.56282 2.24840
H -4.83222 -0.86333 -0.31302
Cl 1.88100 6.06243 0.97873
H 3.72881 -5.58581 2.50297
H -5.10685 0.32372 -1.57963
C -1.59269 0.52914 2.48179
C 2.03728 -4.24977 2.40894
Cl -0.90170 5.33167 -3.60660
Cl 1.12282 0.12978 0.05782
C 2.31440 4.02433 -0.74124
H -3.64539 1.27099 0.20609
C -4.34850 -0.28888 -1.10056
Cl -0.08941 7.22380 -1.18348
H 4.39071 -5.16662 0.12076
C -1.28345 -0.87759 -0.63882
H -3.92969 -0.96620 -1.84296
C 3.52714 -4.66708 0.54912
H -3.41356 -0.38948 1.77895
O -1.52502 -1.24917 -1.77437
H 0.40594 -2.89112 2.01815
C 0.04253 -1.20934 0.06402
H 3.06009 -3.61280 -1.28969
C 2.25852 3.42917 -1.99133
C 0.88848 -2.26748 -0.64862
*
```

E_LUMO ... 1.9 eV
ΔE to the lowest compared entry with this formula, charge and spin ... 0.098 eV
Electronic energy ... -3775.29387 Eh
Kohn-Sham gap ... 5.5 eV

=====

2.
Here is an isolated molecule of C19H16F2N6O4S in a non-equilibrium geometry from OMol25. Energies are from wB97M-V/def2-TZVPD.

```
! RIJCOSX wB97M-V def2-TZVPD def2/J DEFGRID3
* xyz 0 1
H 1.00502 1.83033 -3.56559
N -2.52604 3.33686 -1.07716
H -3.06426 2.84717 1.37996
C 3.51764 1.28239 -3.88538
H -0.57604 1.29788 0.61376
H -0.43531 1.78245 3.90819
C 4.71400 0.63683 -4.20394
C -2.42994 3.70580 -2.34714
H -0.71474 -0.28914 5.29471
C -1.37972 -0.03724 4.48641
O 0.89075 0.78474 -0.59227
C 2.91082 -0.63818 -2.50420
C 4.11962 -1.25861 -2.83693
N -3.59233 -3.53178 3.37009
O 6.25119 -0.99948 -4.11748
C -3.13253 0.35091 2.44812
C -2.81940 -3.37100 4.48157
S -1.12271 2.96668 -3.26249
N -3.20678 -0.78567 3.12979
H -3.56765 -4.62386 1.54376
C -0.60092 2.19304 -1.75324
H -4.72724 -5.20317 2.83931
N 1.41680 1.33047 -2.77376
C 0.59685 1.35207 -1.64065
O 5.70057 1.07272 -5.02547
H 4.41037 -2.20680 -2.40547
H -3.84366 0.46067 1.61476
N -1.42905 1.90933 0.48599
H -1.49766 3.32003 2.06246
O -2.42010 -4.33018 5.09347
H -3.00580 -5.51560 2.95501
C -2.14492 1.32708 2.65268
C -1.49794 2.44852 -0.75829
H -3.79601 -2.64280 2.95131
C 5.02001 -0.59178 -3.68523
C 2.59654 0.63858 -3.03721
C -2.07805 2.45706 1.67414
C -3.75760 -4.78345 2.65075
F 6.83277 -0.46936 -6.21187
C -1.25064 1.12749 3.72101
C 6.73000 0.05621 -4.97652
C -2.34972 -1.00246 4.12787
H 2.23388 -1.09422 -1.79172
H -1.68910 -2.19871 5.67701
H -3.12410 4.36742 -2.84445
N -2.38673 -2.14687 4.94447
H 3.31814 2.26610 -4.27010
F 7.90171 0.57150 -4.54004
*
```

SMILES ... CNC(=O)Nc1ccc(CNc2ncsc2C(=O)Nc2ccc3c(c2)OC(F)(F)O3)cn1
E_LUMO ... 0.0 eV
Electronic energy ... -1961.11412 Eh
Kohn-Sham gap ... 8.2 eV

=====

3.
Here is a cluster of 2 separate species, C19H16F3N2OS in total in a non-equilibrium geometry from OMol25. Energies are from wB97M-V/def2-TZVPD.

```
! RIJCOSX wB97M-V def2-TZVPD def2/J DEFGRID3
* xyz -1 1
F 1.36894 -2.29500 3.25546
N 8.71652 0.67691 -2.48763
C 5.26310 1.16198 -2.12771
C -4.36946 -1.94316 0.11371
H 3.20076 1.74045 -1.97421
H -2.74254 -1.72284 1.52947
H -2.05990 2.76386 0.35233
C 0.16033 -1.66612 3.18581
C 5.74239 -1.21762 -2.05660
N 0.27829 1.02112 -1.99810
H 5.61715 2.17405 -2.34166
C -3.03282 1.79727 2.58451
H -0.59493 2.23984 1.24331
H -4.41110 -3.02027 0.27277
H 4.02452 -2.50008 -1.76368
C -2.30892 0.96512 1.53452
C 3.91845 0.91812 -1.90371
H 1.72010 -1.62777 -0.98852
C -1.47018 1.88847 0.67343
H -5.82779 0.59403 -1.63833
H -5.98982 -1.89296 -1.33674
C -5.14399 0.07307 -0.94869
C 3.46238 -0.41086 -1.62208
C -3.42690 -1.21165 0.85015
C 7.58175 0.41016 -2.36101
F 0.04263 -0.87419 4.29839
H -3.66176 2.55296 2.09273
C 1.15312 0.31836 -1.62845
C 6.19538 0.11406 -2.17749
H -2.31503 2.30734 3.23593
C -5.23589 -1.31672 -0.78147
H -1.12446 1.38493 -0.23868
C 4.40710 -1.47092 -1.79304
H 6.43055 -2.05193 -2.23418
H -3.68169 1.17475 3.20617
F -0.82993 -2.61487 3.23448
C -3.32528 0.16327 0.70241
C 2.09883 -0.63699 -1.27145
O -1.50029 0.01192 2.26711
S -0.06579 -0.66337 1.66824
C -4.18010 0.80155 -0.22970
H -4.08370 1.88371 -0.39779
*
```

E_LUMO ... 2.6 eV
ΔE to the lowest compared entry with this formula, charge and spin ... 0.000 eV
Electronic energy ... -1616.17116 Eh
Kohn-Sham gap ... 5.9 eV

=====

4.
Here is a cluster of 2 separate species, C19H16F4N4O2 in total in a non-equilibrium geometry from OMol25. Energies are from wB97M-V/def2-TZVPD.

```
! RIJCOSX wB97M-V def2-TZVPD def2/J DEFGRID3
* xyz 0 1
F -3.77820 -1.06350 1.95776
F 1.27768 -2.58273 3.42149
F -0.22853 -4.22886 1.84821
H 4.35700 5.01206 0.02176
H 0.35286 -4.41482 -2.44654
H 0.50782 -2.55967 -4.00124
C -1.10877 -3.44902 -1.21172
C 1.64843 4.93309 2.13628
H -2.17958 -3.67499 -1.11165
C 2.89510 5.31236 1.60224
C 0.90491 3.94004 1.50138
C -0.36618 -2.55574 -3.34406
H 1.37403 1.80459 -2.32238
H -1.30481 -4.53943 -3.07128
C -0.58673 -3.87434 -2.58867
O 0.41614 0.01830 3.78271
F -2.27422 0.56967 3.56073
N -0.40613 0.85190 -1.57344
H -0.22683 0.23009 -3.51584
C 1.37170 3.35490 0.30681
H 1.26023 5.40474 3.04177
H -0.58613 -3.98667 -0.41025
H 3.49290 6.07143 2.10629
C 2.62915 3.74284 -0.22374
C 0.08081 -2.17979 2.95488
H -0.05193 3.58818 1.89996
N -0.86573 -2.05520 -1.09322
C -0.66774 -2.98672 2.17269
C -0.22459 -1.50153 -2.22783
O -2.66748 -3.25234 0.86820
N -0.58002 1.87613 0.31305
C 0.53666 2.35938 -0.31698
C -1.97211 -2.58780 1.66165
C 3.38472 4.71655 0.42759
C -1.76428 -0.56570 3.05309
H 2.98219 3.25643 -1.13575
C -0.73844 -0.11590 -2.60927
C 0.64434 1.70303 -1.53966
H 0.85678 -1.39054 -1.98176
H -1.25165 -2.31019 -3.94618
C -2.50639 -1.37456 2.27124
C -0.35290 -0.83393 3.31780
H -1.83686 -0.14394 -2.72403
N -1.12653 0.94730 -0.42267
H -1.32067 -1.46511 -0.40944
*
```

SMILES ... c1ccc(-c2cn(C[C@@H]3CCCN3)nn2)cc1.O=C1C(F)=C(F)C(=O)C(F)=C1F
E_LUMO ... -2.5 eV
ΔE to the lowest compared entry with this formula, charge and spin ... 0.554 eV
Electronic energy ... -1502.47289 Eh
Kohn-Sham gap ... 5.7 eV

=====

5.
Here is a structure of composition C19H16F6N3O8P2W in a non-equilibrium geometry from OMol25. Energies are from wB97M-V/def2-TZVPD.

```
! RIJCOSX wB97M-V def2-TZVPD def2/J DEFGRID3
* xyz 1 3
H 4.70254 2.57731 -1.02936
H 1.06682 0.49190 4.51331
C 0.38302 2.31947 3.62462
H 0.85786 -3.11937 -0.34474
C -1.23186 3.86034 -0.19117
O 4.69193 1.86922 -0.37250
H -2.22710 5.10927 -1.62121
H 3.68470 -1.52092 -3.95976
C -0.62476 2.63805 0.01547
C -3.16204 -0.63943 -1.80476
O 3.64118 0.22696 -1.98441
C 0.97164 -1.12006 2.23442
O 1.90971 -1.53143 -1.47336
W 0.66644 -0.04084 -0.60702
H -2.14066 -2.98293 -2.61965
N 0.83552 -1.53118 0.95988
C 0.97865 -2.83386 0.68809
F -3.27553 0.57616 -1.23777
N 0.33652 0.91101 1.27256
H -0.39653 3.95079 2.46961
C -2.17539 -1.55690 -1.02975
C -0.06605 2.92328 2.46352
F -4.38845 -1.15969 -1.88323
H -1.58952 -3.61297 -1.06102
H -1.30868 4.57432 0.61549
O 3.44427 -0.12520 0.59786
H 1.64960 -4.04722 3.75673
C -1.63737 3.21558 -2.44939
F -2.18578 -0.36526 1.06670
C 1.42021 -3.34222 2.96946
H 1.36469 -1.64295 4.27253
C 0.75160 0.98828 3.60823
O 2.12360 1.64094 -0.61873
C 0.70768 0.29888 2.41018
F -3.84987 -1.69087 0.68001
C -2.32817 -2.98107 -1.54744
C -1.02176 2.01226 -2.17395
N -0.52985 1.71946 -0.96622
H -3.32447 -3.37403 -1.35270
P 3.45567 0.90514 -0.45007
H 0.41990 2.88125 4.54809
C 1.26648 -3.76579 1.66069
P 2.37512 -0.53908 -2.53899
C 1.26368 -1.99999 3.25837
F -2.72106 -0.45733 -3.05617
F -1.89732 -2.49855 1.13979
C -2.54298 -1.52275 0.47746
C -1.74550 4.15780 -1.44181
H -2.02407 3.39585 -3.44148
O -0.88908 -1.10833 -1.23723
H -0.91363 1.25109 -2.93026
H 1.36987 -4.80487 1.38524
C -0.09027 2.18675 1.29509
O 2.80363 -1.12628 -3.91126
O 1.14524 0.35999 -2.64798
*
```

Expectation value of S² ... 2.0129
E_LUMO (alpha / beta) ... -3.7 / -4.4 eV
ΔE to the lowest compared entry with this formula, charge and spin ... 0.000 eV
Electronic energy ... -2849.07235 Eh
Kohn-Sham gap (alpha / beta) ... 7.0 / 8.0 eV